[1]
{
  "formula": "C2H5N",
  "method": "ωB97M-V/def2-TZVPD",
  "elements": ["N", "C", "C", "H", "H", "H", "H", "H"],
  "coordinates": [[-1.8300, -0.0151, -0.7454], [0.9357, -0.6850, 0.4233], [-1.2241, 0.9847, -0.5468], [0.2796, 0.4266, 0.0213], [1.0492, -0.4120, 1.4641], [0.1894, -1.3822, 0.0637], [-1.2564, 2.0604, -0.5980], [1.8565, -0.9774, -0.0822]],
  "atomic_forces_ev_per_a": [[1.889, 2.902, 0.668], [-1.657, 3.351, -1.623], [-4.048, -2.543, -1.475], [3.285, -3.257, 0.859], [-0.056, -0.897, 0.288], [-0.379, -0.261, 0.873], [0.819, -0.085, 0.310], [0.146, 0.791, 0.099]],
  "homo_lumo_gap_ha": 0.3992,
  "energy_ev": -3642.35917,
  "e_above_lowest_kcal_mol": 49.7
}

***

[2]
{
  "formula": "C40H36CrFN7O2S2Se",
  "method": "ωB97M-V/def2-TZVPD",
  "elements": ["Se", "Cr", "S", "S", "F", "O", "O", "N", "N", "N", "N", "N", "N", "N", "C", "C", "C", "C", "C", "C", "C", "C", "C", "C", "C", "C", "C", "C", "C", "C", "C", "C", "C", "C", "C", "C", "C", "C", "C", "C", "C", "C", "C", "C", "C", "C", "C", "C", "C", "C", "C", "C", "C", "C", "H", "H", "H", "H", "H", "H", "H", "H", "H", "H", "H", "H", "H", "H", "H", "H", "H", "H", "H", "H", "H", "H", "H", "H", "H", "H", "H", "H", "H", "H", "H", "H", "H", "H", "H", "H"],
  "coordinates": [[-6.8397, -3.3068, 0.5280], [0.1616, -0.5029, -0.0296], [-1.6261, -3.0477, -2.4533], [1.0873, -3.6594, -3.4574], [0.8946, -0.7308, 2.7097], [4.3277, -0.2232, 1.3859], [2.0943, -0.8078, 0.2552], [0.6621, -1.9191, -1.5229], [-6.1532, -2.0038, -0.4499], [-0.8533, -1.9805, 0.9056], [0.1623, 1.2054, 0.9018], [-1.7071, -0.2028, -0.8286], [2.0701, -1.9351, -1.7340], [-5.3143, -3.7207, 1.3190], [1.8698, 0.7954, 4.1950], [-2.6597, 2.2904, 1.7271], [-2.4638, -3.8862, 2.0926], [-3.9603, -1.0003, -0.7604], [4.8752, -1.5817, -1.9993], [-0.3092, -4.3967, -4.3601], [-2.4471, 3.5949, -0.3281], [0.0876, -2.7479, -2.3477], [-4.8894, -1.9464, -0.1434], [-0.3242, -2.9146, 1.6913], [2.7115, -1.3372, -0.7763], [2.7478, 2.5965, -0.3363], [1.6694, 1.5182, -2.3628], [6.2586, -0.3733, 0.0845], [4.8916, -0.6021, 0.2169], [-4.3130, -0.1011, -1.7684], [6.2296, -1.3607, -2.1172], [-0.4668, 2.2924, 0.1685], [-2.6858, 0.8459, 2.2350], [-4.4228, -2.9026, 0.8404], [-2.0468, 0.6349, -1.8077], [-2.3889, 3.2355, 2.9145], [6.9146, -0.7390, -1.0704], [-3.3404, 0.7071, -2.3056], [-1.1057, -3.8777, 2.3120], [-2.1738, -2.0034, 0.6574], [1.2162, 0.5579, 3.0102], [-2.6488, -1.0250, -0.3308], [2.1668, 2.1038, 4.5389], [1.6402, 2.7088, -1.3862], [-3.0134, -2.9398, 1.2281], [-1.8223, 4.1815, -1.4120], [0.8188, 1.5409, 2.1085], [1.1326, 2.8472, 2.4881], [1.7925, 3.1228, 3.6768], [-0.5036, 3.8680, -1.6698], [-1.4605, -4.5835, -3.4050], [-1.8021, 2.6743, 0.4972], [0.2038, 2.9412, -0.8975], [4.1795, -1.1976, -0.8424], [-1.5384, 2.9002, 3.5014], [-5.3421, -0.0610, -2.1089], [6.7552, -1.6554, -3.0177], [-3.4707, 3.8753, -0.0926], [-2.4078, -4.7406, -3.9163], [-3.2094, 0.1933, 1.5322], [3.7166, 2.5883, -0.8464], [-3.2463, 0.8180, 3.1737], [-2.3526, 4.8927, -2.0371], [-3.2631, 3.2543, 3.5700], [0.0135, 4.3621, -2.4885], [2.6918, 1.2409, -2.6290], [-1.6962, 0.4401, 2.4274], [-0.5781, -3.7382, -5.1847], [-2.1936, 4.2557, 2.5787], [1.1992, 0.6343, -1.9275], [6.7839, 0.1014, 0.9053], [1.1216, 1.7418, -3.2830], [2.0144, 4.1531, 3.9303], [3.3752, -0.3873, 1.3459], [2.6783, 2.3203, 5.4694], [-3.6797, 2.5054, 1.4070], [-3.1111, -4.6201, 2.5611], [-1.2703, 1.2814, -2.1947], [0.7500, -2.8869, 1.8231], [-1.2825, -5.3948, -2.7059], [0.0329, -5.3522, -4.7585], [-3.5651, 1.4086, -3.0998], [4.3171, -2.0503, -2.8002], [2.1371, -0.0406, 4.8328], [-0.6349, -4.6032, 2.9619], [0.8578, 3.6611, 1.8292], [2.6790, 1.6894, 0.2492], [2.7379, 3.4498, 0.3450], [7.9759, -0.5372, -1.1651], [1.8805, 3.5944, -1.9730]],
  "atomic_forces_ev_per_a": [[-0.793, -0.310, 0.069], [1.107, 0.433, 0.299], [-0.101, 0.170, 0.079], [-0.127, -0.053, 0.046], [-0.038, -0.167, 0.012], [0.515, 0.030, 0.015], [-0.831, -0.002, 0.021], [0.294, -0.264, -0.455], [-0.018, -0.015, 0.030], [-0.066, -0.281, 0.114], [0.145, 0.095, -0.394], [-0.399, -0.034, -0.413], [-0.304, 0.014, 0.059], [-0.034, 0.002, 0.000], [0.062, -0.064, 0.095], [0.337, -0.075, 0.070], [-0.206, -0.065, 0.045], [-0.281, -0.134, 0.055], [-0.049, 0.013, 0.107], [0.185, 0.048, -0.054], [-0.055, 0.026, 0.076], [0.655, 0.334, 0.213], [0.465, 0.066, 0.023], [0.153, 0.075, -0.042], [0.031, -0.142, -0.082], [-0.028, 0.157, -0.128], [0.013, 0.283, 0.013], [0.170, 0.031, -0.006], [-0.296, -0.001, 0.088], [-0.218, -0.095, 0.079], [0.015, -0.007, -0.051], [-0.288, 0.009, 0.541], [-0.133, 0.041, -0.097], [0.362, 0.278, -0.117], [0.075, -0.040, 0.077], [-0.013, 0.069, -0.203], [0.053, -0.032, -0.064], [-0.047, 0.140, -0.161], [0.076, -0.089, 0.117], [0.089, 0.277, -0.343], [-0.156, -0.061, -0.049], [0.398, -0.208, 0.191], [0.045, 0.041, 0.065], [-0.035, -0.462, 0.144], [-0.298, -0.073, -0.032], [0.009, 0.023, -0.110], [-0.150, -0.050, -0.413], [-0.039, 0.199, 0.003], [-0.053, 0.127, -0.033], [0.032, 0.082, 0.005], [-0.038, 0.126, 0.130], [0.093, 0.020, 0.107], [0.025, -0.026, 0.006], [-0.123, 0.121, 0.093], [0.182, -0.030, 0.036], [0.092, -0.027, 0.008], [-0.044, 0.026, 0.076], [0.106, -0.036, -0.035], [-0.023, -0.026, -0.029], [0.062, 0.142, 0.208], [-0.100, 0.004, 0.043], [0.025, 0.003, -0.056], [0.054, -0.046, 0.076], [0.067, -0.025, -0.017], [-0.063, -0.077, 0.075], [-0.051, 0.004, 0.019], [0.086, 0.002, 0.028], [-0.030, -0.027, -0.023], [-0.027, -0.037, 0.023], [-0.006, -0.183, 0.057], [-0.070, -0.041, -0.050], [0.009, -0.005, 0.061], [-0.016, -0.069, -0.036], [-0.232, -0.009, -0.133], [-0.032, -0.015, -0.101], [-0.058, 0.002, -0.043], [0.056, 0.063, -0.060], [0.026, -0.012, 0.027], [-0.064, 0.060, 0.003], [0.025, -0.122, 0.020], [-0.023, 0.038, -0.010], [0.038, -0.054, 0.087], [0.014, 0.048, 0.017], [-0.049, 0.069, -0.089], [-0.024, 0.022, -0.054], [-0.034, -0.009, 0.027], [-0.015, -0.164, 0.118], [0.016, -0.077, -0.058], [-0.064, -0.043, 0.016], [-0.018, 0.067, -0.066]],
  "charge": 1,
  "homo_lumo_gap_ha": [0.2338, 0.2363],
  "spin_multiplicity": 4,
  "energy_ev": -174743.49773,
  "e_above_lowest_kcal_mol": 0.0,
  "s_squared": 3.7949
}

***

[3]
{
  "formula": "C25H34N2OSn",
  "method": "ωB97M-V/def2-TZVPD",
  "elements": ["Sn", "O", "N", "N", "C", "C", "C", "C", "C", "C", "C", "C", "C", "C", "C", "C", "C", "C", "C", "C", "C", "C", "C", "C", "C", "C", "C", "C", "C", "H", "H", "H", "H", "H", "H", "H", "H", "H", "H", "H", "H", "H", "H", "H", "H", "H", "H", "H", "H", "H", "H", "H", "H", "H", "H", "H", "H", "H", "H", "H", "H", "H", "H"],
  "coordinates": [[-0.5913, -0.1068, 0.0889], [0.4808, 0.2268, 1.8682], [1.3426, 0.7716, -1.2022], [1.1277, -1.7584, -0.3939], [1.5662, 0.3498, 3.9833], [2.4447, 2.5465, -2.4408], [3.3768, 0.3597, -2.4514], [-5.3073, 0.2466, 0.3231], [-1.1877, 2.0355, 0.2074], [2.2142, -1.4674, -1.1621], [2.3255, -0.0777, -1.6236], [-2.1897, -0.0773, 3.0358], [-0.8831, 0.0717, 3.8147], [1.9430, -4.0156, -0.1407], [2.9456, 0.4296, 3.3280], [1.4430, 2.0589, -1.5983], [-3.1021, 1.1178, 3.2787], [-0.9473, 0.1250, 5.1967], [0.3833, 0.1992, 3.1806], [3.0282, -3.7502, -0.9756], [4.0330, 0.8878, 4.3019], [3.1657, -2.4557, -1.4658], [1.0351, -2.9952, 0.1458], [3.4387, 1.6817, -2.8883], [-2.8825, -1.3954, 3.3680], [1.4208, 0.4205, 5.3630], [-5.3136, 1.5624, -0.4724], [3.3531, -0.8934, 2.6906], [0.1775, 0.3008, 5.9844], [4.0046, -2.1808, -2.0929], [2.3014, 0.5757, 5.9970], [-2.5975, 2.0516, 3.0091], [0.0833, 0.3462, 7.0709], [-4.4713, 1.6637, -1.1584], [0.6631, 2.7213, -1.2326], [-1.9323, 0.0301, 5.6615], [1.7904, -5.0039, 0.2737], [4.1423, -0.3527, -2.7409], [-5.3383, 2.4307, 0.1929], [0.1843, -3.1601, 0.8114], [3.7530, -4.5121, -1.2493], [-3.3776, 1.1703, 4.3347], [-5.5591, -0.6086, -0.3133], [-3.1739, -1.4295, 4.4197], [4.2132, 0.1440, 5.0798], [-2.0862, 2.0385, 0.8421], [3.7663, 1.8327, 4.7760], [3.4064, -1.6658, 3.4636], [-6.0901, 0.2881, 1.0954], [-1.4490, 2.3795, -0.8049], [4.9689, 1.0391, 3.7622], [-4.3624, 0.0296, 0.8228], [2.6379, -1.2034, 1.9296], [-4.0217, 1.0468, 2.6893], [-1.9580, -0.1048, 1.9525], [-6.2345, 1.6082, -1.0698], [-3.7795, -1.5249, 2.7559], [-0.4146, 2.6858, 0.6398], [-2.2091, -2.2344, 3.1675], [4.2502, 2.0104, -3.5335], [2.4332, 3.5945, -2.7308], [2.8782, 1.1967, 2.5401], [4.3346, -0.8067, 2.2191]],
  "atomic_forces_ev_per_a": [[-1.030, 0.753, 0.400], [0.644, -0.318, -0.861], [1.302, 0.198, -0.861], [2.321, -1.067, 0.097], [-0.427, -0.146, -0.243], [-0.020, -0.117, 0.079], [-0.314, -0.183, 0.262], [-0.431, 0.094, -0.012], [0.230, 0.002, -0.245], [-0.622, -1.582, 0.810], [-0.302, 1.355, -0.241], [0.536, 0.023, -0.154], [0.363, 0.094, -0.327], [-0.002, 0.163, -0.072], [-0.373, 0.511, 0.099], [-0.133, -0.480, 0.003], [-0.096, 0.193, -0.056], [-0.248, -0.080, 0.323], [-0.288, -0.005, 0.624], [-0.435, 0.560, 0.069], [-0.052, 0.053, -0.201], [-0.222, 0.432, -0.063], [0.158, 0.710, -0.732], [-0.397, -0.343, 0.507], [0.022, -0.081, -0.180], [0.090, -0.058, 0.339], [-0.402, -0.215, 0.071], [-0.068, -0.096, -0.036], [0.011, 0.030, 0.090], [-0.018, -0.260, 0.081], [-0.374, -0.114, -0.297], [-0.067, -0.109, 0.111], [0.096, 0.012, -0.320], [0.024, -0.065, 0.114], [0.153, -0.161, -0.059], [0.305, 0.041, 0.023], [0.020, 0.083, 0.066], [-0.118, 0.231, -0.045], [0.191, -0.103, -0.065], [0.149, 0.080, -0.240], [-0.162, 0.082, 0.149], [-0.020, 0.058, -0.042], [0.172, 0.128, 0.011], [0.003, -0.037, -0.025], [0.019, -0.002, 0.024], [0.220, 0.159, -0.238], [0.016, -0.008, 0.051], [0.021, -0.032, -0.086], [0.240, -0.040, -0.121], [-0.142, 0.105, 0.270], [0.045, -0.033, -0.011], [0.024, 0.103, -0.133], [-0.080, -0.017, 0.040], [0.072, -0.008, 0.106], [-0.240, 0.009, 0.674], [0.215, 0.045, 0.065], [-0.008, -0.001, 0.059], [-0.278, -0.094, 0.015], [-0.090, 0.033, 0.075], [-0.215, -0.021, 0.124], [-0.013, -0.222, 0.099], [-0.031, -0.223, 0.022], [0.055, -0.017, 0.010]],
  "homo_lumo_gap_ha": 0.2064,
  "energy_ev": -37335.64518
}

***

| no. | maximum force (eV Å⁻¹) |
| --- | --- |
| 1 | 5.0 |
| 2 | 1.2 |
| 3 | 2.6 |